Entry 1
Entry from OMol25: one molecule with the formula CH6N2 (ωB97M-V/def2-TZVPD).

Structure (ORCA input):
```
! wB97M-V def2-TZVPD RIJCOSX def2/J DEFGRID3
* xyz 0 1
N -0.084 0.603 -0.822
N -0.478 -0.949 0.616
C 0.557 -0.020 0.298
H -0.828 1.254 -0.506
H 0.586 1.036 -1.460
H -0.704 -1.559 -0.155
H -1.307 -0.442 0.933
H 0.806 0.644 1.115
H 1.451 -0.568 -0.020
*
```

Output
E_HOMO = -8.45 eV
E_LUMO = 1.1976 eV
frontier orbital gap = 9.7 eV


Entry 2
Entry from OMol25: a 2-piece molecular cluster, CH6N2 overall (ωB97M-V/def2-TZVPD).

Structure (ORCA input):
```
! wB97M-V def2-TZVPD RIJCOSX def2/J DEFGRID3
* xyz 0 1
N -2.839 0.809 -0.746
H -1.832 0.943 -0.771
H -3.440 1.538 -1.074
H -2.996 -0.059 -1.232
C 2.016 -0.702 1.022
N 2.370 0.090 0.074
H 1.018 -0.744 1.487
H 2.734 -1.269 1.647
H 2.968 -0.606 -0.406
*
```

Output
E_HOMO = -9.66 eV
E_LUMO = 0.8139 eV
frontier orbital gap = 10.5 eV


entry 1 is favored, and the nearest alternative lies 1.290 eV above it.


Entry 1
Entry from OMol25: an isolated ion of composition C5H9N and charge -1 (ωB97M-V/def2-TZVPD).

Structure (ORCA input):
```
! wB97M-V def2-TZVPD RIJCOSX def2/J DEFGRID3
* xyz -1 2
C -2.153 -0.202 -0.465
N -0.898 -0.572 0.122
C 0.026 0.357 0.158
C -0.075 1.762 -0.166
C 1.916 -1.321 0.107
C 1.435 0.098 0.316
H -2.650 -1.123 -0.801
H -2.089 0.445 -1.342
H -2.900 0.228 0.232
H 3.001 -1.478 0.145
H -0.899 2.148 -0.759
H 0.586 2.490 0.280
H 1.445 -2.011 0.816
H 1.675 -1.624 -0.918
H 2.149 0.744 0.810
*
```

Output
E_HOMO (spin up / spin down) = -1.79 / -1.64 eV
E_LUMO (spin up / spin down) = 4.5745 / 4.5593 eV
frontier orbital gap (spin up / spin down) = 6.4 / 6.2 eV


Entry 2
Entry from OMol25: an isolated ion of composition C5H9N and charge -1 (ωB97M-V/def2-TZVPD).

Structure (ORCA input):
```
! wB97M-V def2-TZVPD RIJCOSX def2/J DEFGRID3
* xyz -1 2
N 1.604 0.905 0.356
C 0.617 0.310 -0.510
C -0.524 -0.261 0.018
C -0.930 -0.290 1.357
C -2.222 -0.650 1.786
C 0.982 0.244 -1.943
H 2.469 1.022 -0.148
H 1.604 0.458 1.264
H -1.207 -0.638 -0.741
H -0.231 0.254 2.001
H -2.445 -1.090 2.745
H -2.922 -0.871 0.981
H 2.042 0.068 -2.170
H 0.458 -0.582 -2.443
H 0.705 1.122 -2.553
*
```

Output
E_HOMO (spin up / spin down) = 0.49 / -1.82 eV
E_LUMO (spin up / spin down) = 4.2800 / 4.1343 eV
frontier orbital gap (spin up / spin down) = 3.8 / 6.0 eV


entry 2 is favored, and the nearest alternative lies 0.314 eV above it.


Entry 1
Entry from OMol25: a 2-piece molecular cluster, C15H18O2 overall (ωB97M-V/def2-TZVPD).

Structure (ORCA input):
```
! wB97M-V def2-TZVPD RIJCOSX def2/J DEFGRID3
* xyz 0 1
C 1.540 1.405 0.702
C 2.749 1.831 1.485
C 1.655 -0.016 0.147
C 0.892 -0.988 0.915
C 2.455 -0.419 -0.874
C 0.846 -2.245 0.461
C 2.466 -1.767 -1.315
C 1.648 -2.601 -0.570
O 1.612 -3.815 -1.319
H 0.699 1.606 1.297
H 1.216 2.017 -0.072
H 2.406 2.546 2.254
H 0.089 -0.416 1.587
H 2.923 0.264 -1.565
H 0.217 -2.992 0.838
H 2.768 -2.032 -2.307
H 1.624 -4.617 -0.884
H 3.513 2.291 1.006
H 2.989 0.991 2.127
C -2.575 -1.777 -0.685
C -2.822 0.247 0.759
C -2.394 -0.325 -0.495
C -2.463 1.522 1.024
C -1.806 2.282 0.068
C -1.522 0.337 -1.305
C -1.281 1.656 -1.156
O -1.354 3.590 0.359
H -3.434 -0.252 1.397
H -2.894 1.958 1.879
H -2.651 -2.072 -1.821
H -3.427 -2.200 -0.048
H -1.132 -0.160 -2.218
H -2.094 4.082 0.331
H -0.820 2.263 -1.831
H -1.638 -2.193 -0.170
*
```

Output
E_HOMO = -8.36 eV
E_LUMO = 0.8280 eV
frontier orbital gap = 9.2 eV


Entry 2
Entry from OMol25: a 2-piece molecular cluster, C15H18O2 overall (ωB97M-V/def2-TZVPD).

Structure (ORCA input):
```
! wB97M-V def2-TZVPD RIJCOSX def2/J DEFGRID3
* xyz 0 1
C 0.048 2.097 -2.061
C -1.324 -1.403 -1.841
C -0.234 -2.229 -2.042
C -1.226 0.010 -1.918
C 0.016 0.591 -2.203
C 0.973 -1.645 -2.352
C 1.083 -0.262 -2.478
O -0.325 -3.571 -1.820
H -2.361 -1.696 -1.747
H -2.185 0.486 -1.797
H 1.846 -2.290 -2.353
H -0.759 -3.826 -1.019
H 0.808 2.479 -1.374
H -0.886 2.495 -1.662
H 2.074 0.152 -2.629
H 0.165 2.597 -3.030
C -0.965 2.811 2.294
C -2.460 2.617 2.335
C -0.173 1.520 2.019
C -0.580 0.299 2.639
C 1.064 1.627 1.394
C 0.149 -0.838 2.345
C 1.690 0.451 0.997
C 1.148 -0.761 1.379
O 1.685 -1.901 0.857
H -0.621 3.546 1.545
H -0.478 3.348 3.106
H -2.864 2.273 1.378
H -1.403 0.475 3.309
H 1.508 2.573 1.108
H 0.025 -1.848 2.723
H 2.595 0.497 0.401
H 2.204 -1.813 0.052
H -2.970 3.539 2.610
H -2.782 1.872 3.049
*
```

Output
E_HOMO = -8.12 eV
E_LUMO = 0.8000 eV
frontier orbital gap = 8.9 eV


entry 2 is favored, and the nearest alternative lies 2.098 eV above it.


Entry 1
Entry from OMol25: C18H39AsINO5Re as an isolated structure (ωB97M-V/def2-TZVPD).

Structure (ORCA input):
```
! wB97M-V def2-TZVPD RIJCOSX def2/J DEFGRID3
* xyz 2 2
Re 0.055 0.014 0.196
C -0.284 -2.206 2.561
C 1.223 -2.286 2.499
O 1.569 -1.850 1.188
C 2.977 -1.766 0.948
C 3.501 -0.434 1.443
O 2.666 0.531 0.816
C 2.676 1.838 1.369
C 1.598 1.933 2.421
O 0.336 1.615 1.798
C -0.716 1.443 2.770
C -0.681 0.034 3.318
O -0.709 -0.882 2.203
H -0.670 -2.465 3.548
H -0.714 -2.887 1.824
H 1.557 -3.315 2.658
H 1.694 -1.650 3.257
H 3.101 -1.837 -0.133
H 3.498 -2.604 1.416
H 4.544 -0.298 1.143
H 3.444 -0.354 2.533
H 2.461 2.529 0.552
H 3.652 2.093 1.787
H 1.531 2.937 2.844
H 1.794 1.221 3.228
H -1.653 1.629 2.252
H -0.605 2.181 3.565
H -1.545 -0.155 3.957
H 0.227 -0.139 3.900
N -1.596 -3.259 -0.706
C -0.568 -2.762 -1.386
O -0.006 -1.688 -1.104
C -0.039 -3.558 -2.534
I -1.281 -3.183 -4.236
H -2.112 -2.658 -0.083
H -2.067 -4.085 -1.043
H -0.078 -4.628 -2.343
H 0.972 -3.252 -2.773
C 2.937 0.995 -2.172
As 1.017 1.024 -1.876
C 0.607 2.904 -2.094
C 0.422 0.261 -3.554
H 3.129 1.393 -3.168
H 3.309 -0.027 -2.122
H 3.459 1.599 -1.435
H 1.126 3.300 -2.966
H 0.912 3.459 -1.208
H -0.467 3.021 -2.228
H 0.800 0.880 -4.366
H -0.666 0.212 -3.605
H 0.822 -0.747 -3.658
C -2.939 1.802 -1.962
C -2.875 0.963 -0.677
C -3.352 -0.452 -0.958
C -3.788 1.599 0.383
C -1.465 1.041 -0.154
H -3.956 1.791 -2.355
H -2.276 1.403 -2.734
H -2.672 2.842 -1.771
H -4.385 -0.440 -1.307
H -3.334 -1.037 -0.036
H -2.749 -0.935 -1.734
H -4.819 1.612 0.028
H -3.496 2.629 0.596
H -3.773 1.030 1.317
H -1.277 2.081 0.165
*
```

Output
E_HOMO (spin up / spin down) = -13.89 / -13.52 eV
E_LUMO (spin up / spin down) = -5.2155 / -5.8090 eV
frontier orbital gap (spin up / spin down) = 8.7 / 7.7 eV


Entry 2
Entry from OMol25: C18H39AsINO5Re as an isolated structure (ωB97M-V/def2-TZVPD).

Structure (ORCA input):
```
! wB97M-V def2-TZVPD RIJCOSX def2/J DEFGRID3
* xyz 2 2
Re -0.137 0.093 -0.151
C -1.872 -0.474 -2.850
C -0.516 -1.035 -3.176
O 0.427 -0.285 -2.409
C 1.793 -0.674 -2.572
C 2.057 -1.933 -1.785
O 1.529 -1.724 -0.469
C 1.276 -2.934 0.248
C -0.026 -3.544 -0.204
O -0.995 -2.508 -0.127
C -2.216 -2.790 -0.792
C -2.934 -1.475 -0.884
O -2.077 -0.455 -1.427
H -2.663 -1.048 -3.335
H -1.927 0.559 -3.188
H -0.310 -0.899 -4.242
H -0.446 -2.099 -2.940
H 2.386 0.152 -2.186
H 2.026 -0.809 -3.631
H 3.135 -2.110 -1.734
H 1.596 -2.806 -2.253
H 2.096 -3.645 0.122
H 1.227 -2.655 1.299
H -0.298 -4.388 0.438
H 0.034 -3.913 -1.234
H -2.826 -3.509 -0.234
H -2.020 -3.217 -1.782
H -3.200 -1.116 0.106
H -3.845 -1.554 -1.479
N -0.659 4.060 -2.477
C -1.103 3.038 -1.752
O -0.375 2.067 -1.513
C -2.545 3.113 -1.317
I -2.742 2.319 0.624
H 0.285 4.039 -2.835
H -1.239 4.851 -2.701
H -3.160 2.503 -1.976
H -2.930 4.128 -1.295
C -2.124 -1.770 2.546
As -0.745 -0.439 2.247
C -1.414 0.932 3.457
C 0.719 -1.247 3.228
H -2.146 -1.964 3.619
H -1.895 -2.690 2.015
H -3.100 -1.393 2.246
H -0.879 0.853 4.402
H -2.472 0.742 3.637
H -1.276 1.932 3.065
H 0.609 -1.023 4.287
H 1.674 -0.871 2.869
H 0.678 -2.328 3.096
C 1.265 2.567 2.129
C 2.177 1.931 1.087
C 2.437 2.959 -0.033
C 3.517 1.543 1.721
C 1.571 0.708 0.438
H 1.067 1.884 2.956
H 0.318 2.873 1.681
H 1.741 3.455 2.548
H 1.503 3.303 -0.476
H 3.069 2.545 -0.822
H 2.956 3.817 0.396
H 3.397 0.751 2.464
H 3.959 2.402 2.226
H 4.224 1.195 0.966
H 2.361 0.011 0.115
*
```

Output
E_HOMO (spin up / spin down) = -13.67 / -13.23 eV
E_LUMO (spin up / spin down) = -5.8324 / -5.7310 eV
frontier orbital gap (spin up / spin down) = 7.8 / 7.5 eV


entry 1 is favored, and the nearest alternative lies 1.549 eV above it.


Entry 1
Entry from OMol25: one molecule with the formula C11H11NO (ωB97M-V/def2-TZVPD).

Structure (ORCA input):
```
! wB97M-V def2-TZVPD RIJCOSX def2/J DEFGRID3
* xyz 0 1
C 2.111 1.193 -1.249
C -3.105 0.443 0.192
C -2.574 1.697 0.411
C -2.401 -0.594 -0.404
C -1.206 1.881 0.129
C -0.986 -0.541 -0.585
C -0.526 0.735 -0.161
C -0.053 -1.677 -0.949
C 1.305 -1.226 -1.378
C 1.751 0.011 -0.566
C 2.397 0.791 1.564
N 2.439 2.251 -1.529
O 2.115 -0.342 0.688
H -4.178 0.168 0.468
H -3.257 2.492 0.729
H -2.777 -1.558 -0.472
H -0.738 2.719 0.427
H -0.010 -2.430 -0.099
H -0.607 -2.283 -1.809
H 2.003 -2.094 -1.048
H 1.429 -0.866 -2.342
H 3.360 1.170 1.325
H 2.521 0.329 2.585
H 1.532 1.468 1.636
*
```

Output
E_HOMO (spin up / spin down) = -8.15 / -7.90 eV
E_LUMO (spin up / spin down) = -0.0106 / 0.1071 eV
frontier orbital gap (spin up / spin down) = 8.1 / 8.0 eV


Entry 2
Entry from OMol25: a 2-piece molecular cluster, C11H11NO overall (ωB97M-V/def2-TZVPD).

Structure (ORCA input):
```
! wB97M-V def2-TZVPD RIJCOSX def2/J DEFGRID3
* xyz 0 1
C -2.875 1.815 2.581
C -1.995 1.060 2.292
C 0.330 -1.700 -2.751
C -0.902 -1.081 -2.640
C 1.396 -1.488 -1.869
C -1.172 -0.214 -1.672
C 1.168 -0.552 -0.903
C -0.144 0.023 -0.731
C 2.104 0.203 -0.011
C 1.170 1.146 0.731
C -1.124 -0.021 2.165
N -0.164 1.025 0.252
O -0.010 -0.153 2.964
H -3.506 2.561 2.446
H 0.472 -2.561 -3.450
H -1.656 -1.246 -3.399
H 2.285 -2.081 -1.803
H -2.109 0.233 -1.533
H 2.510 -0.437 0.813
H 2.787 0.769 -0.613
H 1.160 0.825 1.736
H 1.433 2.170 0.512
H -1.335 -0.900 1.428
H 0.176 0.605 3.455
*
```

Output
E_HOMO (spin up / spin down) = -7.45 / -7.08 eV
E_LUMO (spin up / spin down) = 0.2352 / -0.4386 eV
frontier orbital gap (spin up / spin down) = 7.7 / 6.6 eV


Entry 3
Entry from OMol25: one molecule with the formula C11H11NO (ωB97M-V/def2-TZVPD).

Structure (ORCA input):
```
! wB97M-V def2-TZVPD RIJCOSX def2/J DEFGRID3
* xyz 0 1
C 3.249 -0.673 0.302
C 3.374 0.685 0.490
C 2.171 -1.202 -0.329
C 2.349 1.561 0.164
C 0.988 -0.464 -0.399
C 1.114 0.930 -0.146
C -0.130 -1.286 -0.780
C -1.439 -1.320 -0.521
C -1.290 1.319 0.012
C -2.163 -0.587 0.478
C -3.659 -0.160 0.473
N 0.002 1.757 -0.328
O -2.114 2.165 -0.210
H 4.129 -1.381 0.460
H 4.274 0.970 0.801
H 2.071 -2.278 -0.657
H 2.312 2.696 0.209
H 0.166 -2.151 -1.340
H -2.039 -2.182 -0.951
H -1.661 -0.703 1.541
H -3.891 0.868 -0.008
H -3.848 -0.126 1.569
H -4.116 -1.049 -0.034
H 0.148 2.609 -0.796
*
```

Output
E_HOMO = -7.96 eV
E_LUMO = 0.3749 eV
frontier orbital gap = 8.3 eV


entry 3 is favored, and the nearest alternative lies 1.337 eV above it.